Record 1
Density functional theory data (the ωB97M-V functional and the def2-TZVPD basis) for a 7-piece molecular cluster, C60H58FN3O25 overall in a non-equilibrium geometry.

Each line ends with the Löwdin charge.
Cartesian coordinates (Å):
C -4.85 0.83 4.23  -0.116
C -4.99 0.80 2.65  -0.244
C -4.03 -0.26 2.01  -0.241
C -4.67 -1.69 2.04  -0.188
C -3.57 -2.80 1.81  -0.179
C -3.18 -2.96 0.31  -0.218
C -2.68 -4.40 -0.02  -0.206
C -1.59 -4.97 0.96  -0.205
C -0.43 -3.98 1.30  -0.181
C -0.34 -3.67 2.85  -0.208
C 1.01 -4.07 3.52  -0.206
C 2.12 -2.97 3.46  -0.206
C 1.72 -1.59 4.07  -0.197
C 2.60 -0.44 3.42  -0.189
C 1.88 0.25 2.21  -0.128
C 2.68 0.26 0.89  -0.115
C 3.79 -0.55 0.63  -0.008
C 4.51 -0.49 -0.65  -0.043
C 4.05 0.39 -1.63  -0.016
C 2.89 1.26 -1.44  -0.184
N 2.55 2.08 -2.49  0.230
C 1.48 2.75 -2.16  -0.215
F 0.98 3.59 -3.11  0.093
C 0.73 2.68 -0.92  -0.187
O -0.44 3.47 -0.74  0.013
C -1.33 2.59 -0.21  -0.267
N -1.97 1.89 0.47  0.255
N 1.10 1.92 0.08  0.233
C 2.22 1.17 -0.18  -0.129
H -4.10 0.09 4.58  0.065
H -4.56 1.84 4.59  0.062
H -5.85 0.64 4.69  0.063
H -4.73 1.83 2.31  0.089
H -6.05 0.57 2.41  0.093
H -3.82 0.06 0.97  0.075
H -3.06 -0.22 2.55  0.103
H -5.45 -1.78 1.25  0.073
H -5.10 -1.81 3.07  0.113
H -3.87 -3.78 2.26  0.114
H -2.66 -2.40 2.33  0.084
H -4.04 -2.68 -0.33  0.070
H -2.38 -2.21 0.06  0.103
H -2.34 -4.52 -1.08  0.106
H -3.58 -5.07 0.08  0.108
H -2.12 -5.39 1.85  0.095
H -1.13 -5.85 0.44  0.102
H 0.55 -4.42 0.99  0.101
H -0.54 -3.01 0.78  0.097
H -0.63 -2.61 3.00  0.077
H -1.13 -4.27 3.37  0.104
H 1.40 -4.95 2.94  0.106
H 0.88 -4.42 4.57  0.106
H 2.98 -3.34 4.08  0.112
H 2.50 -2.87 2.42  0.101
H 0.65 -1.32 3.94  0.090
H 1.89 -1.61 5.18  0.111
H 2.73 0.31 4.24  0.107
H 3.61 -0.84 3.21  0.089
H 0.86 -0.19 2.12  0.119
H 1.73 1.32 2.49  0.112
H 4.16 -1.27 1.38  0.094
H 5.40 -1.14 -0.81  0.075
H 4.60 0.43 -2.58  0.114
O -0.80 3.60 3.01  0.122
C -0.41 4.75 3.14  -0.303
C -0.37 5.44 4.43  0.081
C 0.06 6.70 4.51  -0.234
O 0.11 7.36 5.67  0.106
C 0.51 7.45 3.29  -0.310
O 0.88 8.60 3.41  0.115
C 0.50 6.75 2.01  0.086
C 0.07 5.49 1.93  -0.201
O 0.05 4.82 0.76  0.030
H -0.70 4.88 5.29  0.137
H 0.45 8.25 5.46  0.119
H 0.85 7.30 1.14  0.140
H -0.30 3.94 0.97  0.068
O -4.08 -1.23 -1.80  0.098
C -4.51 -0.70 -2.81  -0.290
C -3.67 0.10 -3.70  0.082
C -4.20 0.67 -4.79  -0.233
O -3.46 1.41 -5.62  0.109
C -5.64 0.50 -5.14  -0.313
O -6.08 1.05 -6.14  0.114
C -6.47 -0.33 -4.27  0.084
C -5.95 -0.90 -3.18  -0.218
O -6.68 -1.66 -2.36  0.086
H -2.63 0.22 -3.43  0.136
H -4.06 1.71 -6.33  0.120
H -7.51 -0.46 -4.55  0.139
H -6.08 -1.95 -1.65  0.103
O 9.66 -6.43 -2.07  0.123
C 8.96 -5.55 -1.60  -0.310
C 7.71 -5.83 -0.91  0.081
C 6.97 -4.82 -0.43  -0.227
O 5.81 -5.05 0.22  0.113
C 7.39 -3.40 -0.58  -0.294
O 6.67 -2.51 -0.14  0.074
C 8.65 -3.12 -1.25  0.083
C 9.39 -4.12 -1.73  -0.222
O 10.56 -3.90 -2.36  0.094
H 7.42 -6.86 -0.81  0.139
H 5.47 -4.17 0.46  0.116
H 8.95 -2.09 -1.34  0.139
H 10.90 -4.79 -2.61  0.124
O 12.17 -4.24 -5.86  0.109
C 12.57 -3.10 -5.74  -0.310
C 12.60 -2.40 -4.45  0.076
C 13.03 -1.14 -4.38  -0.228
O 13.07 -0.48 -3.21  0.111
C 13.49 -0.40 -5.59  -0.315
O 13.86 0.76 -5.47  0.112
C 13.49 -1.10 -6.87  0.076
C 13.06 -2.36 -6.95  -0.233
O 13.05 -3.03 -8.10  0.109
H 12.26 -2.95 -3.59  0.110
H 13.42 0.41 -3.42  0.120
H 13.84 -0.56 -7.73  0.137
H 12.69 -3.92 -7.89  0.119
O -1.55 7.84 -0.79  0.116
C -2.75 7.66 -0.66  -0.305
C -3.74 8.65 -1.06  0.077
C -5.05 8.41 -0.87  -0.233
O -5.98 9.30 -1.24  0.108
C -5.53 7.14 -0.24  -0.315
O -6.72 6.98 -0.08  0.112
C -4.54 6.15 0.14  0.083
C -3.23 6.38 -0.05  -0.210
O -2.29 5.49 0.29  0.089
H -3.38 9.56 -1.51  0.137
H -6.84 8.89 -0.99  0.120
H -4.90 5.23 0.58  0.137
H -1.44 5.89 0.05  0.093
O -7.32 -2.17 0.48  0.080
C -8.50 -2.05 0.77  -0.286
C -9.16 -2.92 1.73  0.083
C -10.46 -2.76 2.00  -0.232
O -11.10 -3.54 2.89  0.111
C -11.28 -1.70 1.34  -0.316
O -12.46 -1.61 1.60  0.111
C -10.61 -0.81 0.39  0.078
C -9.31 -0.97 0.12  -0.221
O -8.67 -0.17 -0.75  0.110
H -8.56 -3.68 2.21  0.138
H -12.02 -3.23 2.90  0.120
H -11.21 -0.04 -0.07  0.137
H -7.75 -0.48 -0.77  0.095

* structure (SMILES): CCCCCCCCCCCCCCCc1cccc2nc(F)c(OC#N)nc12.O=C1C=C(O)C(=O)C=C1O.O=C1C=C(O)C(=O)C=C1O.O=C1C=C(O)C(=O)C=C1O.O=C1C=C(O)C(=O)C=C1O.O=C1C=C(O)C(=O)C=C1O.O=C1C=C(O)C(=O)C=C1O
* HOMO-LUMO gap: 7.2981 eV
* E_HOMO: -9.216 eV
* maximum force: 5.146 eV/Å
* LUMO energy: -1.92 eV



Record 2
Density functional theory data (the ωB97M-V functional and the def2-TZVPD basis) for C23H26BrFIrN2O11P2 as an isolated structure.

Each line ends with the Löwdin charge.
Cartesian coordinates (Å):
Ir 0.40 -0.80 0.02  1.569
N 1.20 2.18 4.00  0.153
C 0.56 0.83 3.74  -0.443
C 0.04 0.21 5.04  -0.085
P 1.96 -0.15 2.96  0.371
O 2.38 -1.09 4.20  -0.126
O 2.99 0.88 2.68  -0.271
O 1.43 -1.08 1.91  -0.443
P -0.80 1.22 2.52  0.385
O -2.11 0.93 3.42  -0.133
O -0.64 2.67 2.22  -0.284
O -0.85 0.17 1.43  -0.400
H 1.26 2.40 4.99  0.158
H 0.63 2.88 3.48  0.116
H 2.15 2.11 3.57  0.113
H 0.85 0.07 5.75  0.083
H -0.38 -0.77 4.83  0.082
H -0.75 0.83 5.47  0.083
H 2.96 -1.81 3.92  0.091
H -2.90 0.84 2.86  0.088
Br 2.85 -2.51 -0.46  0.878
C 3.76 -0.91 -0.90  -0.559
C 5.03 -1.05 -1.38  -0.139
C 5.81 0.08 -1.66  -0.080
C 5.30 1.32 -1.42  -0.037
C 3.98 1.49 -0.93  -0.154
C 3.51 2.80 -0.67  -0.031
C 2.24 3.00 -0.23  -0.057
C 1.38 1.90 -0.07  -0.119
C 1.79 0.61 -0.29  -0.257
C 3.14 0.36 -0.70  -0.177
H 5.44 -2.05 -1.52  0.093
H 6.81 -0.04 -2.05  0.104
H 5.89 2.21 -1.61  0.111
H 4.19 3.63 -0.84  0.111
H 1.87 4.00 -0.04  0.109
H 0.36 2.11 0.20  0.075
F 0.22 -2.00 -1.48  -0.490
O 0.79 0.75 -2.90  0.109
C -0.33 0.52 -2.51  -0.544
O -0.69 0.23 -1.26  -0.215
C -1.53 0.59 -3.39  -0.126
C -2.60 -0.28 -3.22  -0.014
C -3.69 -0.28 -4.09  0.017
C -3.66 0.64 -5.11  -0.217
O -4.59 0.85 -6.09  0.028
C -4.11 1.94 -6.88  -0.133
O -2.84 2.33 -6.36  0.030
C -2.60 1.52 -5.28  -0.201
C -1.51 1.52 -4.45  0.081
H -2.56 -0.98 -2.40  0.113
H -4.51 -0.96 -3.98  0.116
H -4.80 2.78 -6.81  0.134
H -3.99 1.61 -7.91  0.135
H -0.67 2.19 -4.58  0.135
C -3.27 -3.32 3.17  -0.032
N -2.37 -3.48 2.04  -0.162
C -2.64 -4.44 0.98  -0.016
C -1.34 -2.65 1.90  -0.304
O -0.57 -2.71 0.94  -0.095
H -3.97 -4.16 3.18  0.084
H -3.85 -2.40 3.11  0.090
H -2.72 -3.33 4.11  0.091
H -3.39 -5.14 1.33  0.085
H -1.73 -4.97 0.72  0.096
H -3.00 -3.94 0.08  0.100
H -1.20 -1.92 2.71  0.127

* HOMO-LUMO gap (alpha / beta): 7.4309 / 6.5497 eV
* 2S+1: 2
* E_HOMO (alpha / beta): -7.415 / -7.438 eV
* energy above the lowest of the compared OMol25 structures with the same formula, charge and spin: 230.6 kJ/mol
* maximum force: 0.565 eV/Å
* LUMO energy (alpha / beta): 0.02 / -0.89 eV



Record 3
Density functional theory data (the ωB97M-V functional and the def2-TZVPD basis) for C28H42FeN5OSi as an isolated structure in a non-equilibrium geometry.

Each line ends with the Löwdin charge.
Cartesian coordinates (Å):
Fe 0.76 0.45 -0.26  0.375
C 0.62 0.38 -2.48  -0.048
N 2.66 0.91 -0.70  -0.132
C 2.92 2.26 -1.10  -0.274
C 1.80 3.11 -0.63  -0.296
N 0.54 2.73 -0.63  0.135
C -0.16 3.74 -0.02  -0.216
C -1.52 3.89 0.24  -0.009
C -1.93 5.02 0.91  -0.089
C -1.03 6.00 1.33  -0.101
C 0.32 5.89 1.08  -0.028
C 0.74 4.76 0.38  -0.196
N 1.97 4.33 -0.03  0.178
C -0.67 0.69 -2.10  -0.453
N -1.28 0.16 -1.03  0.078
C -2.56 0.64 -1.02  -0.249
C -3.63 0.37 -0.17  -0.030
C -4.86 0.93 -0.47  -0.109
C -5.02 1.79 -1.55  -0.111
C -3.96 2.12 -2.38  -0.033
C -2.74 1.53 -2.11  -0.217
N -1.53 1.56 -2.76  0.169
H 0.96 -0.64 -2.40  0.018
H 1.05 0.95 -3.29  0.071
H 3.53 0.38 -0.69  0.021
H 3.01 2.35 -2.20  0.101
H 3.86 2.66 -0.68  0.107
H -2.22 3.14 -0.08  0.099
H -2.98 5.17 1.13  0.102
H -1.40 6.86 1.88  0.098
H 1.03 6.64 1.40  0.105
H 2.84 4.80 0.12  0.163
H -3.50 -0.29 0.68  0.099
H -5.71 0.70 0.15  0.096
H -6.00 2.19 -1.76  0.095
H -4.09 2.80 -3.20  0.105
H -1.30 2.12 -3.55  0.158
C -0.18 -1.40 1.29  -0.201
Si 0.45 -2.32 -0.26  0.912
C -0.95 -3.60 -0.84  -0.631
C -2.27 -2.87 -1.04  -0.114
C -0.56 -4.25 -2.17  -0.109
C -1.16 -4.70 0.21  -0.097
C 2.14 -3.21 0.26  -0.645
C 3.20 -2.13 0.48  -0.123
C 2.66 -4.13 -0.84  -0.114
C 2.04 -4.01 1.56  -0.101
H 0.33 -1.66 2.22  0.029
H -1.24 -1.53 1.45  0.033
H 0.00 -0.33 1.08  -0.062
H -2.16 -2.03 -1.72  0.064
H -2.65 -2.49 -0.10  0.060
H -3.02 -3.55 -1.46  0.086
H -0.39 -3.49 -2.94  0.079
H -1.36 -4.90 -2.52  0.082
H 0.34 -4.84 -2.08  0.052
H -1.36 -4.26 1.18  0.078
H -0.27 -5.32 0.29  0.058
H -2.00 -5.34 -0.06  0.086
H 3.46 -1.68 -0.47  0.064
H 4.09 -2.56 0.92  0.085
H 2.83 -1.34 1.12  0.046
H 2.63 -3.64 -1.81  0.078
H 2.07 -5.04 -0.90  0.062
H 3.69 -4.41 -0.64  0.081
H 1.73 -3.38 2.39  0.064
H 3.01 -4.44 1.80  0.082
H 1.32 -4.82 1.47  0.055
C 2.45 0.40 3.50  -0.052
O 2.25 0.72 2.12  -0.126
C 1.11 1.25 1.64  -0.147
C 0.10 1.72 2.64  -0.049
H 2.19 1.24 4.15  0.091
H 3.51 0.18 3.60  0.099
H 1.87 -0.48 3.79  0.097
H -0.15 0.97 3.40  0.095
H -0.81 2.04 2.13  0.071
H 0.52 2.59 3.16  0.102

* HOMO-LUMO gap (alpha / beta): 5.8749 / 5.9259 eV
* 2S+1: 2
* E_HOMO (alpha / beta): -6.084 / -6.003 eV
* energy above the lowest of the compared OMol25 structures with the same formula, charge and spin: 294.2 kJ/mol
* maximum force: 3.285 eV/Å
* LUMO energy (alpha / beta): -0.21 / -0.08 eV



Record 4
Density functional theory data (the ωB97M-V functional and the def2-TZVPD basis) for a 9-piece molecular cluster, C26H31B2F8IO25 overall in a non-equilibrium geometry.

Each line ends with the Löwdin charge.
Cartesian coordinates (Å):
O 2.39 4.02 -2.05  0.158
C 3.07 3.42 -1.28  -0.557
O 3.31 3.79 -0.01  0.048
C 4.03 2.73 0.64  -0.025
C 4.64 2.00 -0.53  -0.294
F 4.75 0.68 -0.32  0.089
O 3.69 2.25 -1.56  0.117
H 3.35 2.07 1.17  0.106
H 4.75 3.15 1.34  0.139
H 5.61 2.38 -0.86  0.174
O -1.28 -0.41 -1.37  0.141
C -2.35 -0.70 -0.94  -0.517
O -2.92 -0.18 0.17  0.081
C -4.27 -0.64 0.25  -0.030
C -4.21 -1.91 -0.59  -0.310
F -5.36 -2.14 -1.25  0.086
O -3.19 -1.60 -1.52  0.151
H -4.94 0.09 -0.21  0.150
H -4.56 -0.82 1.28  0.143
H -3.93 -2.80 -0.04  0.175
O 2.65 0.77 2.56  0.148
C 1.85 0.11 3.14  -0.553
O 1.26 0.47 4.30  0.080
C 0.20 -0.46 4.55  -0.048
C 0.65 -1.68 3.78  -0.302
F -0.39 -2.37 3.26  0.074
O 1.38 -1.08 2.71  0.144
H -0.73 -0.06 4.14  0.117
H 0.08 -0.64 5.62  0.142
H 1.29 -2.37 4.33  0.157
O -1.37 3.82 -11.00  0.181
C -1.02 3.14 -10.10  -0.545
O -0.92 3.54 -8.81  0.082
C -0.61 2.41 -8.00  -0.052
C 0.02 1.47 -9.01  -0.313
F -0.23 0.17 -8.74  0.073
O -0.64 1.83 -10.21  0.131
H -1.53 1.98 -7.59  0.124
H 0.06 2.68 -7.19  0.119
H 1.10 1.60 -9.14  0.174
O 0.68 -4.60 5.06  0.166
C -0.41 -4.72 5.51  -0.545
O -0.92 -5.87 6.00  0.074
C -2.21 -5.60 6.56  -0.043
C -2.59 -4.32 5.83  -0.304
F -3.34 -3.50 6.60  0.080
O -1.33 -3.72 5.59  0.118
H -2.11 -5.44 7.63  0.146
H -2.89 -6.42 6.37  0.138
H -3.10 -4.48 4.88  0.176
O -2.46 -7.53 3.78  0.164
C -1.45 -7.75 3.19  -0.551
O -0.87 -6.90 2.31  0.071
C 0.40 -7.45 1.93  -0.040
C 0.21 -8.92 2.24  -0.312
F 1.35 -9.52 2.65  0.084
O -0.72 -8.89 3.31  0.140
H 1.18 -7.02 2.56  0.147
H 0.61 -7.24 0.89  0.141
H -0.22 -9.50 1.42  0.173
O -0.96 1.72 2.91  0.158
C -0.91 1.97 1.74  -0.551
O -0.13 1.30 0.86  0.088
C -0.38 1.81 -0.45  -0.042
C -0.92 3.19 -0.13  -0.288
F -1.84 3.60 -1.03  0.089
O -1.56 2.98 1.13  0.145
H -1.11 1.20 -0.96  0.061
H 0.55 1.83 -1.03  0.146
H -0.16 3.95 -0.01  0.145
O 4.56 5.18 2.99  0.185
C 3.38 5.29 2.93  -0.530
O 2.57 5.58 3.97  0.082
C 1.24 5.75 3.47  -0.035
C 1.30 4.97 2.17  -0.295
F 0.50 5.50 1.21  0.070
O 2.65 5.11 1.79  0.101
H 1.05 6.81 3.28  0.146
H 0.51 5.36 4.18  0.144
H 1.07 3.91 2.28  0.171
C 2.04 1.29 -4.28  -0.093
C 0.62 0.88 -4.72  -0.161
B -0.36 2.10 -4.50  -0.559
O 0.09 3.36 -4.90  0.083
B -1.89 1.83 -3.85  -0.586
I -3.68 2.13 -4.97  0.864
H 2.54 1.91 -5.03  0.084
H 2.66 0.40 -4.13  0.080
H 2.01 1.79 -3.31  0.039
H 0.29 0.02 -4.11  0.098
H 0.60 0.52 -5.76  0.102
H 0.22 3.97 -4.17  0.107
H -2.02 1.42 -2.75  -0.025

* structure (SMILES): O=C1OC[C@@H](F)O1.O=C1OC[C@@H](F)O1.O=C1OC[C@@H](F)O1.O=C1OC[C@@H](F)O1.O=C1OC[C@@H](F)O1.O=C1OC[C@@H](F)O1.O=C1OC[C@@H](F)O1.O=C1OC[C@@H](F)O1.CCB(O)BI
* HOMO-LUMO gap: 8.7580 eV
* E_HOMO: -9.152 eV
* maximum force: 1.658 eV/Å
* LUMO energy: -0.39 eV